No. 1
{"formula": "C4H7CaO3", "method": "the ωB97M-V functional and the def2-TZVPD basis", "species": ["H", "Ca", "O", "C", "O", "C", "H", "H", "O", "C", "C", "H", "H", "H", "H"], "coordinates": [[-1.460, -1.215, -1.310], [-0.650, -4.175, 0.951], [-1.316, -2.215, 0.721], [-1.483, -1.326, -0.109], [-1.970, -0.168, 0.210], [-2.141, 0.670, -0.887], [-2.155, 1.717, -0.599], [-2.791, 0.314, -1.684], [1.038, -0.386, -0.494], [1.264, 0.510, 0.293], [2.568, 1.212, 0.433], [0.464, 0.840, 0.994], [3.313, 0.836, -0.275], [2.400, 2.290, 0.284], [2.919, 1.095, 1.470]], "forces_ev_per_a": [[0.8, -2.0, 2.3], [0.2, -0.2, 0.2], [0.3, -0.8, 0.0], [-1.0, 2.7, -3.7], [0.4, -0.4, 0.9], [-0.8, 1.2, 0.1], [0.1, -0.3, -0.1], [0.3, -0.1, 0.1], [-0.5, -0.3, 0.1], [0.2, 0.2, 0.2], [0.1, 0.1, -0.1], [0.1, 0.0, -0.1], [-0.2, 0.1, 0.2], [0.1, -0.2, 0.0], [-0.1, 0.1, -0.2]], "relative_energy_kcal_mol": 3.63, "multiplicity": 2, "charge": 2, "lumo_energy_ev": [-9.84, -9.85]}



No. 2
{"formula": "C5H7NO", "method": "the ωB97M-V functional and the def2-TZVPD basis", "species": ["C", "C", "C", "C", "C", "N", "O", "H", "H", "H", "H", "H", "H", "H"], "coordinates": [[0.914, 0.652, 1.416], [-0.492, 0.778, 1.670], [1.385, 0.254, 0.221], [2.247, 0.140, -0.783], [-1.746, -0.847, -1.190], [-0.862, 0.077, -0.527], [-1.293, 0.352, 0.737], [1.437, 0.684, 2.387], [-0.855, 0.909, 2.622], [3.038, 0.845, -0.991], [1.950, -0.571, -1.548], [-1.170, -1.747, -1.273], [-2.610, -1.123, -0.620], [-1.943, -0.401, -2.121]], "forces_ev_per_a": [[-1.9, 0.5, 1.7], [3.2, -1.0, -4.0], [1.0, 0.1, -1.1], [-1.7, -0.2, 0.6], [0.9, -0.2, 1.6], [1.8, 1.7, 1.4], [-1.8, -0.5, 0.4], [0.4, -0.4, -0.9], [-1.3, 0.4, 1.7], [0.0, 0.2, 0.1], [0.6, -0.2, 0.0], [0.2, -0.8, -0.6], [-0.8, 0.2, 0.3], [-0.6, 0.1, -1.3]], "relative_energy_kcal_mol": 149.15, "charge": 0, "lumo_energy_ev": [0.33, 0.27]}



No. 3
{"formula": "C6H16Cl3N5O10", "method": "the ωB97M-V functional and the def2-TZVPD basis", "species": ["C", "N", "O", "O", "H", "H", "H", "C", "N", "O", "O", "H", "H", "H", "C", "N", "O", "O", "H", "H", "H", "C", "N", "O", "O", "H", "H", "H", "C", "N", "O", "O", "H", "H", "H", "Cl", "C", "Cl", "Cl", "H"], "coordinates": [[-10.958, -11.738, 8.341], [-12.383, -11.572, 7.924], [-12.914, -12.565, 7.436], [-12.926, -10.494, 8.184], [-10.602, -12.480, 7.625], [-11.010, -12.109, 9.360], [-10.558, -10.757, 8.256], [-7.710, -8.507, 11.603], [-7.790, -8.344, 13.116], [-8.594, -7.506, 13.532], [-7.060, -9.039, 13.774], [-6.775, -9.036, 11.379], [-7.744, -7.532, 11.140], [-8.629, -8.982, 11.353], [-15.277, -9.276, 5.726], [-14.424, -8.079, 5.427], [-13.449, -8.300, 4.741], [-14.743, -7.016, 5.957], [-16.042, -9.177, 4.989], [-15.574, -9.204, 6.782], [-14.640, -10.140, 5.525], [-14.866, -8.812, 10.547], [-16.187, -9.358, 10.031], [-16.317, -9.303, 8.820], [-16.978, -9.781, 10.822], [-14.586, -7.912, 10.010], [-14.164, -9.597, 10.291], [-14.869, -8.733, 11.634], [-10.984, -10.061, 3.474], [-10.269, -10.354, 4.806], [-10.974, -10.252, 5.799], [-9.098, -10.677, 4.762], [-11.580, -9.151, 3.563], [-11.528, -10.968, 3.332], [-10.256, -9.925, 2.690], [-9.602, -8.036, 8.477], [-11.088, -7.634, 7.569], [-10.649, -6.608, 6.203], [-12.211, -6.882, 8.673], [-11.526, -8.514, 7.110]], "forces_ev_per_a": [[-1.1, -0.5, -0.6], [-0.7, -0.3, 0.5], [0.1, 1.4, 0.3], [0.3, -1.2, -0.6], [0.5, 0.3, 0.4], [0.2, 0.0, 0.0], [0.8, 0.4, 0.1], [0.7, 0.4, 0.9], [-0.6, 1.2, -0.8], [0.9, -1.1, -0.3], [-0.1, -0.1, 0.4], [-0.7, 0.0, 0.0], [0.1, 0.3, 0.2], [-0.4, -0.8, -0.4], [1.0, 0.3, 0.4], [-0.3, 0.1, 1.6], [0.2, 0.8, -0.3], [0.6, -1.0, -1.0], [-0.9, -0.3, -0.1], [-0.2, -0.1, -0.7], [-0.3, 0.1, 0.1], [0.0, -0.9, 0.1], [1.3, 1.3, -0.3], [-0.3, -0.3, 0.3], [-0.5, -0.4, 0.3], [-0.3, 0.0, 0.0], [0.2, 0.0, -0.2], [-0.4, 0.2, -0.2], [0.9, 0.4, 0.8], [-0.2, 0.7, -1.2], [0.7, -0.3, -0.2], [-0.8, 0.1, 0.5], [-0.1, -0.5, 0.4], [-0.8, -0.3, -0.3], [0.4, -0.2, 0.0], [-0.2, -0.3, -0.2], [0.5, 0.1, -0.3], [-0.1, 0.2, 0.0], [-0.3, 0.2, -0.1], [0.1, -0.2, 0.5]], "charge": 0, "lumo_energy_ev": -0.35}



No. 4
{"formula": "C3H15NO3", "method": "the ωB97M-V functional and the def2-TZVPD basis", "species": ["C", "N", "C", "C", "H", "H", "H", "H", "H", "H", "H", "H", "H", "H", "H", "O", "H", "H", "O", "H", "H", "O"], "coordinates": [[1.011, -1.125, -0.485], [1.366, 0.311, -0.228], [2.735, 0.233, 0.331], [0.478, 0.956, 0.732], [1.601, -1.470, -1.340], [1.297, -1.782, 0.339], [-0.045, -1.259, -0.729], [3.075, 1.223, 0.625], [3.386, -0.188, -0.436], [2.756, -0.443, 1.182], [0.911, 1.933, 0.965], [-0.437, 1.317, 0.244], [0.285, 0.404, 1.658], [-2.716, -0.572, 2.090], [-1.889, -0.800, 0.806], [-1.810, -0.655, 1.780], [-2.777, 2.040, -1.717], [-0.526, -0.184, -1.386], [-2.130, 1.717, -1.085], [-2.654, -1.485, -1.283], [-1.908, 0.794, -1.285], [-2.008, -0.964, -0.780]], "forces_ev_per_a": [[0.6, 0.7, -2.1], [0.7, -3.7, 4.6], [0.8, 1.2, -1.6], [-0.4, 3.0, -1.5], [0.0, 0.1, 0.0], [-0.3, 0.4, 0.4], [-0.3, -0.3, 0.4], [0.0, 0.0, 0.0], [0.1, 0.1, 0.1], [-0.4, 0.0, 0.2], [0.4, -0.3, 0.3], [-0.4, -0.8, 0.2], [-0.1, -0.6, -0.4], [0.0, 0.0, 0.1], [-0.2, 0.1, 0.8], [0.2, -0.1, -0.2], [0.0, -0.1, -0.2], [-3.7, -2.1, 0.5], [0.8, 0.3, 0.2], [0.5, 0.3, -0.8], [-1.2, 0.3, 0.0], [2.9, 1.3, -0.8]], "relative_energy_kcal_mol": 131.05, "multiplicity": 2, "charge": 1, "lumo_energy_ev": [-6.54, -8.54]}



Repeat the first record exactly.
{"formula": "C4H7CaO3", "method": "the ωB97M-V functional and the def2-TZVPD basis", "species": ["H", "Ca", "O", "C", "O", "C", "H", "H", "O", "C", "C", "H", "H", "H", "H"], "coordinates": [[-1.460, -1.215, -1.310], [-0.650, -4.175, 0.951], [-1.316, -2.215, 0.721], [-1.483, -1.326, -0.109], [-1.970, -0.168, 0.210], [-2.141, 0.670, -0.887], [-2.155, 1.717, -0.599], [-2.791, 0.314, -1.684], [1.038, -0.386, -0.494], [1.264, 0.510, 0.293], [2.568, 1.212, 0.433], [0.464, 0.840, 0.994], [3.313, 0.836, -0.275], [2.400, 2.290, 0.284], [2.919, 1.095, 1.470]], "forces_ev_per_a": [[0.8, -2.0, 2.3], [0.2, -0.2, 0.2], [0.3, -0.8, 0.0], [-1.0, 2.7, -3.7], [0.4, -0.4, 0.9], [-0.8, 1.2, 0.1], [0.1, -0.3, -0.1], [0.3, -0.1, 0.1], [-0.5, -0.3, 0.1], [0.2, 0.2, 0.2], [0.1, 0.1, -0.1], [0.1, 0.0, -0.1], [-0.2, 0.1, 0.2], [0.1, -0.2, 0.0], [-0.1, 0.1, -0.2]], "relative_energy_kcal_mol": 3.63, "multiplicity": 2, "charge": 2, "lumo_energy_ev": [-9.84, -9.85]}